Record 1
Computed, not measured: an isolated molecule of C5H6O2 at a distorted geometry, with ωB97M-V with the def2-TZVPD basis set.

## Properties
E_LUMO: 0.821 eV
Energy relative to the best compared isomer or geometry (same formula, charge and spin): 59.9 kcal per mole
Orbital gap: 10.13 eV
Structure (SMILES): O=C1CO[C@H]2C[C@@H]12

Structure (ORCA input):
```
! wB97M-V def2-TZVPD RIJCOSX def2/J DEFGRID3
* xyz 0 1
O -2.254 0.113 1.051
C -1.148 0.225 0.588
C 0.107 0.658 1.312
O 1.074 1.028 0.384
C 0.715 0.457 -0.869
C 0.512 -1.010 -0.894
C -0.690 -0.073 -0.808
H 0.418 -0.337 2.098
H 0.122 1.060 2.303
H 1.128 1.017 -1.702
H 0.782 -1.578 -0.009
H 0.642 -1.533 -1.836
H -1.405 -0.026 -1.619
*
```

Record 2
Computed, not measured: an isolated molecule of C5H6O2, with ωB97M-V with the def2-TZVPD basis set.

## Properties
E_LUMO: 0.598 eV
Energy relative to the best compared isomer or geometry (same formula, charge and spin): 2.4 kcal per mole
Orbital gap: 11.04 eV
Structure (SMILES): C[C@@H]1C=CC(=O)O1

Structure (ORCA input):
```
! wB97M-V def2-TZVPD RIJCOSX def2/J DEFGRID3
* xyz 0 1
C 1.482 -0.492 -0.817
C 0.282 -0.676 0.119
C -1.024 -0.240 -0.467
C -1.540 0.748 0.251
C -0.627 1.052 1.375
O -0.741 1.906 2.213
O 0.425 0.168 1.294
H 2.366 -0.353 -0.190
H 1.671 -1.360 -1.466
H 1.356 0.386 -1.461
H 0.220 -1.739 0.403
H -1.415 -0.706 -1.362
H -2.454 1.306 0.107
*
```

Record 3
Computed, not measured: an isolated molecule of C5H6O2 at a distorted geometry, with ωB97M-V with the def2-TZVPD basis set.

## Properties
E_LUMO: 0.762 eV
Energy relative to the best compared isomer or geometry (same formula, charge and spin): 27.3 kcal per mole
Orbital gap: 10.22 eV
Structure (SMILES): CC1=CCC(=O)O1

Structure (ORCA input):
```
! wB97M-V def2-TZVPD RIJCOSX def2/J DEFGRID3
* xyz 0 1
C -2.414 -0.471 -0.025
C -1.058 0.089 -0.012
C -0.483 1.289 -0.042
C 0.937 1.214 0.034
C 1.132 -0.329 -0.063
O 2.197 -0.828 -0.036
O 0.010 -0.966 0.077
H -2.636 -0.703 1.076
H -2.610 -1.545 -0.577
H -3.124 0.366 -0.422
H -0.941 2.213 0.050
H 1.439 1.723 -0.769
H 1.539 1.548 0.954
*
```

Record 4
Computed, not measured: a structure of composition C5H6O2, with ωB97M-V with the def2-TZVPD basis set.

## Properties
E_LUMO: 1.061 eV
Energy relative to the best compared isomer or geometry (same formula, charge and spin): 61.6 kcal per mole
Orbital gap: 10.77 eV

Structure (ORCA input):
```
! wB97M-V def2-TZVPD RIJCOSX def2/J DEFGRID3
* xyz 0 1
O 1.919 -1.082 0.631
C 0.609 -0.627 0.616
C 0.434 0.878 0.224
O 0.673 0.459 -1.156
C -0.143 -0.688 -0.759
C -1.474 -0.036 -0.410
C -1.073 1.044 0.265
H 2.380 -0.610 -0.083
H 0.101 -1.023 1.499
H 1.099 1.669 0.572
H -0.096 -1.543 -1.435
H -2.473 -0.373 -0.659
H -1.633 1.852 0.719
*
```

Record 5
Computed, not measured: an isolated molecule of C5H6O2 at a distorted geometry, with ωB97M-V with the def2-TZVPD basis set.

## Properties
E_LUMO: 0.679 eV
Energy relative to the best compared isomer or geometry (same formula, charge and spin): 100.5 kcal per mole
Orbital gap: 9.38 eV
Structure (SMILES): O=C[C@H]1O[C@H]2C[C@H]21

Structure (ORCA input):
```
! wB97M-V def2-TZVPD RIJCOSX def2/J DEFGRID3
* xyz 0 1
O 2.264 1.388 -1.496
C 1.933 0.845 -0.470
C 0.768 -0.108 -0.383
O 0.699 -0.770 0.860
C -0.667 -1.012 0.785
C -1.557 0.147 0.589
C -0.706 0.078 -0.614
H 2.531 0.924 0.462
H 0.850 -0.858 -1.179
H -0.932 -1.907 1.363
H -2.529 -0.281 0.309
H -1.650 1.005 1.248
H -1.003 0.396 -1.618
*
```

Record 6
Computed, not measured: a structure of composition C5H6O2, with ωB97M-V with the def2-TZVPD basis set.

## Properties
E_LUMO: 0.456 eV
Energy relative to the best compared isomer or geometry (same formula, charge and spin): 126.7 kcal per mole
Orbital gap: 9.48 eV

Structure (ORCA input):
```
! wB97M-V def2-TZVPD RIJCOSX def2/J DEFGRID3
* xyz 0 1
O -2.450 -0.929 0.493
C -1.461 -0.339 -0.062
C -0.771 1.001 0.046
C 0.505 0.144 -0.199
C 1.842 0.317 0.355
O 1.553 0.583 -1.025
C -0.333 -1.089 -0.454
H -0.881 1.555 0.982
H -0.953 1.645 -0.821
H 2.078 1.197 0.956
H 2.461 -0.561 0.539
H -0.217 -1.825 -1.243
H -1.372 -1.699 0.433
*
```

Record 7
Computed, not measured: an isolated molecule of C5H6O2, with ωB97M-V with the def2-TZVPD basis set.

## Properties
E_LUMO: 0.763 eV
Energy relative to the best compared isomer or geometry (same formula, charge and spin): 55.2 kcal per mole
Orbital gap: 10.66 eV
Structure (SMILES): O=CCC#CCO

Structure (ORCA input):
```
! wB97M-V def2-TZVPD RIJCOSX def2/J DEFGRID3
* xyz 0 1
O -3.177 0.814 -0.586
C -2.352 -0.056 -0.477
C -1.663 -0.412 0.835
C -0.219 -0.319 0.613
C 0.931 -0.223 0.265
C 2.316 -0.029 -0.192
O 2.442 1.044 -1.102
H -2.008 -0.651 -1.348
H -2.017 0.267 1.616
H -1.938 -1.438 1.113
H 2.976 0.098 0.679
H 2.653 -0.921 -0.728
H 2.056 1.826 -0.689
*
```

Record 8
Computed, not measured: an isolated molecule of C5H6O2 at a distorted geometry, with ωB97M-V with the def2-TZVPD basis set.

## Properties
E_LUMO: 0.771 eV
Energy relative to the best compared isomer or geometry (same formula, charge and spin): 73.8 kcal per mole
Orbital gap: 9.59 eV

Structure (ORCA input):
```
! wB97M-V def2-TZVPD RIJCOSX def2/J DEFGRID3
* xyz 0 1
C 0.542 -0.674 0.436
C 1.041 -0.775 -1.718
C 0.483 -1.181 1.633
C 0.220 0.661 -0.214
C -1.256 1.026 -0.147
O 1.465 -1.499 -2.537
O 0.628 0.455 -1.590
H 0.136 -0.618 2.496
H 0.765 -2.203 1.828
H 0.831 1.484 0.187
H -1.853 0.267 -0.654
H -1.436 1.991 -0.615
H -1.566 1.067 0.895
*
```

Record 9
Computed, not measured: a structure of composition C5H6O2Pm at a distorted geometry, with ωB97M-V with the def2-TZVPD basis set.

## Properties
<S²>: 6.363
E_LUMO (spin up / spin down): -3.336 / -4.233 eV
Orbital gap (spin up / spin down): 6.32 / 6.41 eV

Structure (ORCA input):
```
! wB97M-V def2-TZVPD RIJCOSX def2/J DEFGRID3
* xyz 1 5
C 1.095 1.403 0.800
C 0.671 0.811 -0.166
C 0.185 0.165 -1.385
C -1.073 0.814 -1.908
O -1.265 1.064 -3.079
Pm 0.071 1.527 -5.599
H 1.502 1.935 1.642
H -0.083 -0.883 -1.161
H 0.954 0.150 -2.170
H -1.855 1.040 -1.157
C -0.305 -1.434 3.309
O 0.271 -2.512 3.743
H -1.299 -1.441 3.818
H 1.131 -2.640 3.316
*
```

Record 10
Computed, not measured: an isolated molecule of C5H6O2S at a distorted geometry, with ωB97M-V with the def2-TZVPD basis set.

## Properties
E_LUMO: -0.381 eV
Energy relative to the best compared isomer or geometry (same formula, charge and spin): 34.9 kcal per mole
Orbital gap: 8.52 eV
Structure (SMILES): O=CCC(=S)CC=O

Structure (ORCA input):
```
! wB97M-V def2-TZVPD RIJCOSX def2/J DEFGRID3
* xyz 0 1
O -1.812 -1.216 0.930
C -1.518 -1.325 -0.229
C -0.089 -1.051 -0.710
C 0.793 -0.014 0.112
S 2.422 -0.167 -0.012
C 0.018 0.980 0.956
C -1.133 1.576 0.082
O -1.164 1.391 -1.109
H -2.367 -1.600 -0.946
H -0.050 -0.653 -1.753
H 0.491 -1.991 -0.712
H -0.384 0.469 1.825
H 0.722 1.762 1.286
H -1.778 2.294 0.644
*
```

Record 11
Computed, not measured: an isolated molecule of C5H6O2S at a distorted geometry, with ωB97M-V with the def2-TZVPD basis set.

## Properties
E_LUMO: -0.003 eV
Energy relative to the best compared isomer or geometry (same formula, charge and spin): 100.5 kcal per mole
Orbital gap: 8.62 eV
Structure (SMILES): S=C1COCC=CO1

Structure (ORCA input):
```
! wB97M-V def2-TZVPD RIJCOSX def2/J DEFGRID3
* xyz 0 1
S -0.604 -2.269 0.960
C -0.368 -0.768 0.375
C -0.246 0.594 1.173
O -0.850 1.602 0.351
C 0.293 2.247 -0.332
C 1.067 1.296 -1.365
C 1.179 0.062 -1.418
O 0.089 -0.703 -0.857
H 0.944 0.957 1.132
H -0.787 0.653 2.169
H 0.929 2.759 0.369
H -0.148 2.873 -1.281
H 1.750 1.754 -1.975
H 1.507 -0.479 -2.328
*
```

Record 12
Computed, not measured: an isolated molecule of C5H6O2S at a distorted geometry, with ωB97M-V with the def2-TZVPD basis set.

## Properties
E_LUMO: -0.151 eV
Energy relative to the best compared isomer or geometry (same formula, charge and spin): 151.5 kcal per mole
Orbital gap: 7.85 eV

Structure (ORCA input):
```
! wB97M-V def2-TZVPD RIJCOSX def2/J DEFGRID3
* xyz 0 1
C -2.132 -0.298 -0.014
C -0.305 1.143 0.452
C -3.094 0.497 0.349
C 0.411 -0.097 0.780
C 0.437 -1.246 -0.231
O -3.827 1.402 0.160
O 0.109 1.643 -0.740
S -1.397 -1.737 -0.228
H -2.584 0.391 1.382
H 1.483 0.132 0.957
H 0.055 -0.302 1.819
H 0.516 -0.767 -1.274
H 1.042 -2.178 0.214
H -0.381 2.461 -0.878
*
```